*i*
9
Properties=species:S:1:pos:R:3 method="wB97M-V/def2-TZVPD" e_lumo_ev=4.40 e_homo_ev=-2.5 total_charge=-1 orbital_gap_ev=6.86 spin_multiplicity=1
C -0.576 1.290 1.043
O 0.000 0.366 0.189
H -0.475 0.999 2.103
H -0.098 2.315 0.951
H -1.681 1.427 0.870
O 1.134 -2.711 -1.503
C 0.703 -1.540 -1.293
H 1.217 -0.628 -1.621
H -0.225 -1.518 -0.739

---

*ii*
9
Properties=species:S:1:pos:R:3 method="wB97M-V/def2-TZVPD" e_lumo_ev=4.80 e_homo_ev=-2.6 total_charge=-1 orbital_gap_ev=7.36 spin_multiplicity=1
O -1.759 0.605 1.443
H -1.495 0.621 0.487
O -0.497 1.020 -0.969
C 0.587 0.374 -0.913
C 0.938 -0.747 -0.202
H 1.404 0.747 -1.582
H 0.175 -1.363 0.265
H 1.975 -1.045 -0.250
H -1.328 -0.212 1.720

---

Unit: kcal/mol. Relative energies: *i* 42.4; *ii* 0.0.

---

*i*
12
Properties=species:S:1:pos:R:3 method="wB97M-V/def2-TZVPD" e_lumo_ev=-3.84 e_homo_ev=-15.4 total_charge=+1 orbital_gap_ev=11.54 spin_multiplicity=1
C -0.933 -1.326 0.112
C -0.266 -0.191 -0.016
C -0.385 1.238 0.623
N 1.085 -0.188 -0.785
H -0.485 -2.307 -0.172
H -1.741 -1.575 0.954
H -1.372 1.402 1.003
H 0.398 1.537 1.310
H -0.247 1.976 -0.174
H 1.649 0.533 -0.327
H 0.832 0.030 -1.769
H 1.465 -1.130 -0.758

---

*ii*
12
Properties=species:S:1:pos:R:3 method="wB97M-V/def2-TZVPD" e_lumo_ev="-5.17 / -4.41" e_homo_ev="-14.7 / -13.7" total_charge=+1 orbital_gap_ev="9.51 / 9.34" spin_multiplicity=1
C 0.190 -1.252 0.010
C 0.720 -0.229 1.119
C -0.246 0.101 0.085
N -0.071 1.071 -1.085
H 0.526 -1.583 -0.956
H -0.411 -2.033 0.457
H 0.187 -0.328 2.078
H 1.738 0.198 1.355
H -2.579 0.185 0.840
H 0.339 2.007 -0.629
H -0.956 1.239 -1.494
H 0.563 0.625 -1.780

---

*iii*
12
Properties=species:S:1:pos:R:3 method="wB97M-V/def2-TZVPD" e_lumo_ev=-4.63 e_homo_ev=-14.3 total_charge=+1 orbital_gap_ev=9.62 spin_multiplicity=1
C 0.044 -0.705 -1.491
C -0.241 -0.217 -0.261
C 0.222 -0.841 1.159
N -0.187 1.311 -0.031
H 0.885 -0.207 -2.131
H -0.526 -1.596 -1.801
H -0.228 -1.830 1.219
H 1.265 -0.491 1.341
H -0.475 -0.364 1.980
H 0.174 1.893 -0.842
H 0.332 1.543 0.775
H -1.265 1.505 0.084

---

Unit: kcal/mol. Relative energies: *i* 0.0; *ii* 117.7; *iii* 41.2.

---

*i*
36
Properties=species:S:1:pos:R:3 method="wB97M-V/def2-TZVPD" e_lumo_ev=-0.55 e_homo_ev=-9.4 orbital_gap_ev=8.85 spin_multiplicity=1
O -2.430 2.543 0.316
H -1.748 3.228 0.491
H -3.260 3.029 0.239
O -1.653 0.586 2.251
H -0.848 0.455 1.716
H -2.106 1.312 1.787
O 1.189 -1.108 -2.480
H 1.600 -0.468 -3.078
H 1.837 -1.812 -2.394
O -3.133 -0.148 -1.049
H -3.115 0.604 -0.436
H -2.255 -0.174 -1.453
O 0.453 -3.053 2.296
H 1.179 -2.818 1.697
H 0.344 -2.287 2.868
O -1.539 -1.217 -2.882
H -1.887 -2.000 -2.440
H -0.568 -1.287 -2.807
O -2.546 -2.159 1.599
H -2.269 -1.364 2.078
H -2.163 -2.052 0.725
O 0.079 -0.092 0.125
H 0.645 -0.451 -0.571
H -0.042 0.827 -0.161
O 3.055 -2.449 1.496
H 3.030 -3.111 2.204
H 3.358 -2.939 0.724
O -0.262 4.123 0.743
H -0.008 3.360 0.190
H 0.545 4.631 0.868
O 0.342 2.337 -1.421
H 0.908 2.918 -1.944
H -0.357 2.058 -2.031
O 4.416 0.022 0.161
H 3.888 -0.742 0.428
H 5.323 -0.302 0.147

---

*ii*
36
Properties=species:S:1:pos:R:3 method="wB97M-V/def2-TZVPD" e_lumo_ev=-0.37 e_homo_ev=-10.8 orbital_gap_ev=10.40 spin_multiplicity=1
O 0.595 -0.813 -0.348
H 0.005 -0.388 0.284
H 0.167 -1.655 -0.539
O 4.920 -0.154 0.239
H 4.759 0.796 0.210
H 4.571 -0.426 1.096
O 2.288 1.540 0.949
H 1.821 2.378 1.038
H 1.745 1.033 0.335
O -3.551 1.756 -1.038
H -3.806 1.009 -0.485
H -3.072 2.339 -0.438
O 0.439 1.997 2.640
H 0.586 1.303 1.988
H 0.476 1.536 3.486
O -0.089 -4.290 -2.735
H 0.625 -3.720 -2.429
H -0.867 -3.959 -2.272
O -2.793 -0.714 -0.024
H -3.661 -0.921 -0.389
H -2.470 0.004 -0.581
O -0.903 -1.183 -2.699
H -0.127 -1.428 -2.182
H -1.198 -0.356 -2.301
O 1.442 2.868 -1.277
H 0.901 2.504 -1.987
H 0.808 3.075 -0.581
O -1.900 -0.894 4.116
H -1.449 -1.434 3.458
H -2.600 -1.467 4.449
O -0.867 2.094 -2.130
H -1.238 2.763 -2.716
H -1.239 1.266 -2.454
O 1.557 -2.328 1.660
H 2.092 -1.701 1.160
H 2.032 -2.430 2.493

---

Unit: kcal/mol. Relative energies: *i* 0.0; *ii* 39.1.

---

*i*
36
Properties=species:S:1:pos:R:3 method="wB97M-V/def2-TZVPD" e_lumo_ev=-0.25 e_homo_ev=-10.3 orbital_gap_ev=10.04 spin_multiplicity=1
O 0.116 0.341 0.853
H -0.202 1.228 0.518
H -0.671 -0.098 0.776
O 2.752 0.851 -1.674
H 1.725 0.699 -1.586
H 2.856 0.431 -2.564
O 2.599 -0.417 3.175
H 1.699 -0.662 3.022
H 3.055 -0.304 2.299
O 1.638 2.644 0.501
H 2.412 2.302 0.064
H 1.881 3.236 1.123
O -3.013 3.974 -0.632
H -2.330 3.609 -0.155
H -3.698 3.320 -0.753
O -4.673 -1.011 0.344
H -5.036 -0.840 1.189
H -3.728 -0.916 0.596
O -2.301 1.158 0.529
H -2.921 1.212 1.237
H -2.562 1.885 -0.157
O 3.854 -1.761 -0.859
H 4.453 -2.472 -0.676
H 2.929 -2.117 -0.745
O -2.622 -0.956 -1.907
H -2.822 -0.759 -2.789
H -2.380 -1.928 -1.828
O -2.163 -2.639 1.711
H -2.420 -1.881 2.151
H -2.909 -3.072 1.236
O 0.625 -3.108 -1.226
H 0.040 -2.281 -1.271
H 1.324 -3.072 -1.876
O 4.051 1.252 0.166
H 4.585 0.501 -0.072
H 3.855 1.650 -0.717

---

*ii*
36
Properties=species:S:1:pos:R:3 method="wB97M-V/def2-TZVPD" e_lumo_ev=-0.23 e_homo_ev=-10.6 orbital_gap_ev=10.32 spin_multiplicity=1
O -4.867 4.570 1.888
H -4.948 3.983 2.628
H -4.700 3.979 1.186
O -1.524 4.336 1.347
H -1.216 4.204 0.432
H -2.091 5.128 1.253
O -2.279 8.728 2.264
H -1.727 8.391 1.496
H -2.871 7.972 2.456
O -7.245 9.709 3.021
H -7.494 10.351 3.655
H -6.324 9.569 3.232
O -3.310 6.058 -0.328
H -3.147 5.439 -1.016
H -2.664 6.753 -0.458
O -7.924 6.569 1.990
H -8.097 7.116 1.226
H -7.170 6.814 2.543
O -2.045 6.119 4.796
H -1.260 6.505 4.472
H -2.662 6.348 4.051
O -5.229 8.087 0.905
H -4.595 8.790 0.928
H -4.855 7.315 1.394
O -6.337 6.711 4.431
H -6.587 5.801 4.528
H -5.784 6.868 5.210
O -4.783 9.321 3.882
H -5.409 8.903 4.487
H -4.846 10.272 4.035
O -3.932 6.736 2.913
H -4.083 5.896 2.488
H -4.718 7.074 3.291
O -3.026 8.624 5.789
H -3.488 9.100 5.111
H -3.029 7.683 5.537

---

Unit: kcal/mol. Relative energies: *i* 41.5; *ii* 0.0.

---

*i*
36
Properties=species:S:1:pos:R:3 method="wB97M-V/def2-TZVPD" e_lumo_ev=-0.90 e_homo_ev=-10.0 orbital_gap_ev=9.07 spin_multiplicity=1
O 0.466 -2.180 1.768
H 0.273 -1.540 1.052
H 0.461 -2.925 1.193
O -0.012 -0.451 -0.120
H -0.237 0.464 0.064
H 0.431 -0.466 -0.956
O 1.191 -1.683 -2.310
H 2.101 -1.881 -2.184
H 0.933 -1.911 -3.186
O 1.394 1.825 -2.453
H 0.894 2.296 -3.089
H 1.427 0.951 -2.730
O -2.272 -2.414 -0.503
H -2.841 -2.863 -1.109
H -1.366 -2.711 -0.684
O 0.129 3.857 1.759
H 0.346 3.177 1.090
H 0.699 3.736 2.511
O 0.527 -3.619 -0.548
H 0.425 -4.380 -1.094
H 0.655 -2.885 -1.129
O -1.805 0.622 2.120
H -2.102 -0.266 2.424
H -2.129 0.535 1.242
O 0.833 0.871 2.678
H -0.109 0.864 2.385
H 0.860 0.027 3.185
O -0.396 2.260 -0.377
H -0.895 3.026 -0.621
H 0.317 2.208 -1.023
O 2.485 2.005 0.716
H 2.048 1.538 1.413
H 2.775 1.322 0.161
O -2.847 0.324 -0.392
H -2.462 -0.568 -0.363
H -2.196 0.837 -0.890

---

*ii*
36
Properties=species:S:1:pos:R:3 method="wB97M-V/def2-TZVPD" e_lumo_ev=-0.63 e_homo_ev=-7.2 orbital_gap_ev=6.52 spin_multiplicity=1
O -0.457 -0.417 0.181
H 0.480 -0.524 0.344
H -0.555 0.503 -0.064
O -2.363 -1.670 0.358
H -1.963 -1.094 1.010
H -2.172 -1.251 -0.481
O -1.615 2.177 -0.399
H -2.086 3.003 -0.513
H -2.044 1.758 0.347
O -1.472 -0.621 1.882
H -1.329 -0.029 2.620
H -0.753 -0.430 1.279
O 0.942 -0.170 -2.039
H 0.237 -0.704 -1.672
H 1.663 -0.785 -2.176
O 0.322 2.522 1.365
H 0.110 3.353 0.941
H -0.096 1.858 0.816
O -0.517 -1.499 -1.603
H -1.072 -2.269 -1.482
H -0.523 -1.063 -0.751
O 2.151 -1.879 -1.458
H 1.659 -1.531 -0.714
H 2.650 -2.610 -1.096
O 0.629 0.416 1.976
H 0.217 1.263 2.145
H 1.563 0.571 2.117
O 1.585 0.834 -0.165
H 1.771 1.195 0.702
H 1.997 -0.030 -0.159
O 1.363 -1.434 0.281
H 0.807 -2.134 0.625
H 2.043 -1.319 0.944
O -0.785 1.062 -1.663
H -1.114 1.395 -2.498
H -1.273 1.552 -1.001

---

*iii*
36
Properties=species:S:1:pos:R:3 method="wB97M-V/def2-TZVPD" e_lumo_ev=-0.62 e_homo_ev=-10.0 orbital_gap_ev=9.39 spin_multiplicity=1
O 8.184 18.975 -22.161
H 8.237 18.081 -21.838
H 7.960 19.435 -21.332
O 5.219 22.223 -21.409
H 5.037 22.493 -20.531
H 4.534 21.545 -21.683
O 5.533 18.775 -20.994
H 6.162 19.039 -21.649
H 5.986 18.810 -20.162
O 4.584 17.809 -23.695
H 4.091 17.881 -22.860
H 5.102 18.571 -23.788
O 3.394 20.400 -19.537
H 3.753 20.011 -20.329
H 2.456 20.320 -19.711
O 6.330 18.723 -18.362
H 6.184 19.608 -18.050
H 7.251 18.672 -18.563
O 5.785 16.303 -17.486
H 5.939 16.243 -16.548
H 6.056 17.220 -17.692
O 3.601 17.633 -18.860
H 4.244 17.947 -18.206
H 3.996 17.737 -19.707
O 7.909 20.827 -20.102
H 7.379 21.101 -19.387
H 7.484 21.089 -20.945
O 6.371 19.921 -24.127
H 6.828 20.586 -23.591
H 5.634 20.386 -24.385
O 6.986 16.246 -23.404
H 7.776 16.315 -23.982
H 6.580 17.075 -23.393
O 5.213 16.116 -20.951
H 5.385 17.051 -21.133
H 4.290 15.977 -21.129

---

Unit: kcal/mol. Relative energies: *i* 0.0; *ii* 568.4; *iii* 35.3.

---

*i*
36
Properties=species:S:1:pos:R:3 method="wB97M-V/def2-TZVPD" e_lumo_ev=0.06 e_homo_ev=-10.2 orbital_gap_ev=10.21 spin_multiplicity=1
O -1.278 -1.032 -1.238
H -1.497 -0.943 -0.398
H -1.974 -0.945 -1.840
O 0.410 -1.951 2.966
H 0.336 -1.358 2.164
H 0.871 -1.239 3.610
O 2.750 -1.503 -0.881
H 2.664 -1.522 -1.824
H 2.967 -0.555 -0.565
O -1.759 -2.595 0.836
H -0.815 -2.838 0.526
H -2.455 -3.198 0.605
O 0.098 -0.153 0.757
H 0.455 0.599 0.230
H 0.494 -0.887 0.430
O 0.928 -0.134 -2.869
H 0.036 0.085 -2.670
H 1.426 0.563 -3.361
O -2.909 -0.039 0.128
H -2.527 -0.189 1.142
H -3.276 -0.827 -0.146
O -0.746 3.379 1.762
H -1.070 2.774 0.965
H -1.547 3.521 2.204
O 0.857 -2.906 0.603
H 1.726 -2.672 0.331
H 0.973 -3.701 1.123
O -1.478 2.138 -0.540
H -2.259 2.677 -1.007
H -1.775 1.352 0.009
O 1.153 3.145 -1.297
H 0.286 2.972 -1.125
H 1.524 3.420 -2.296
O 2.558 1.220 0.365
H 2.199 1.931 0.074
H 2.662 1.408 1.224

---

*ii*
36
Properties=species:S:1:pos:R:3 method="wB97M-V/def2-TZVPD" e_lumo_ev=0.01 e_homo_ev=-10.7 orbital_gap_ev=10.70 spin_multiplicity=1
O 0.318 0.269 0.210
H -0.061 -0.489 0.670
H 0.481 -0.057 -0.683
O -2.304 -3.549 -1.124
H -3.165 -3.845 -0.808
H -1.740 -4.325 -1.030
O -3.299 -2.121 1.538
H -2.479 -2.617 1.432
H -3.088 -1.458 2.204
O 0.781 3.743 -0.070
H 0.211 3.757 -0.848
H 1.335 4.525 -0.171
O 2.508 -0.263 -4.023
H 3.424 -0.107 -4.282
H 2.457 0.080 -3.124
O -3.863 2.249 0.098
H -4.249 3.079 0.401
H -3.374 1.925 0.863
O 3.524 0.488 -1.396
H 3.152 1.127 -0.778
H 4.205 0.984 -1.864
O -0.567 4.648 1.905
H -0.852 5.396 1.368
H -0.214 4.020 1.264
O 0.084 0.177 -3.502
H -0.653 -0.148 -2.974
H 0.841 -0.329 -3.187
O 1.945 0.476 2.969
H 1.906 0.629 3.920
H 2.886 0.375 2.786
O 1.098 -3.765 -0.729
H 0.770 -3.573 0.157
H 0.429 -4.348 -1.105
O -0.866 -2.674 3.140
H -0.052 -2.288 3.483
H -1.530 -1.991 3.289

---

*iii*
36
Properties=species:S:1:pos:R:3 method="wB97M-V/def2-TZVPD" e_lumo_ev=-0.04 e_homo_ev=-11.2 orbital_gap_ev=11.17 spin_multiplicity=1
O -2.808 -1.085 -3.853
H -3.541 -1.448 -3.356
H -3.017 -1.281 -4.767
O -0.281 0.353 0.037
H -0.423 0.279 -0.907
H -0.022 -0.527 0.310
O 5.365 -1.660 3.626
H 4.462 -1.572 3.930
H 5.683 -0.760 3.555
O 5.364 -3.833 -0.839
H 4.548 -3.468 -1.183
H 5.438 -3.466 0.042
O -5.551 2.285 1.098
H -4.763 2.737 0.795
H -6.154 2.328 0.356
O 1.067 -1.299 5.600
H 0.943 -0.796 6.405
H 0.275 -1.133 5.089
O 1.527 -3.870 -3.811
H 0.836 -4.524 -3.912
H 1.108 -3.041 -4.042
O 0.890 3.797 -5.184
H 1.602 3.166 -5.085
H 0.505 3.592 -6.037
O -0.741 -4.567 1.041
H -0.443 -5.412 0.705
H -1.642 -4.488 0.729
O -2.688 5.224 -1.471
H -2.012 5.302 -2.143
H -2.938 6.128 -1.276
O 2.595 4.260 0.151
H 1.907 3.617 -0.024
H 3.411 3.787 -0.009
O -3.442 0.103 4.957
H -3.362 0.943 5.409
H -3.696 0.333 4.064

---

Unit: kcal/mol. Relative energies: *i* 54.7; *ii* 4.2; *iii* 0.0.